A:
This record from the OMol25 dataset describes a 2-piece molecular cluster, C4H9O3 overall. The level of theory is ωB97M-V/def2-TZVPD.

Summary:
LUMO level = 4.14 eV
Kohn-Sham gap = 8.36 eV
Total charge = -1

XYZ file:
```
16
Properties=species:S:1:pos:R:3:lowdin_charge:R:1
C 0.475 1.340 0.800 -0.28
C 1.896 0.865 0.832 -0.10
O -0.037 0.750 2.017 -0.13
H 0.329 2.361 1.029 0.08
H -0.274 1.021 0.010 0.12
H 2.034 0.075 0.004 0.09
H -0.488 -0.037 1.841 0.01
H 2.076 0.302 1.766 0.08
H 2.683 1.636 0.744 0.06
C -1.633 -0.910 -1.743 -0.06
C -0.634 -1.439 -0.668 -0.86
O -1.141 -1.505 0.439 -0.07
O 0.503 -1.702 -1.078 -0.08
H -2.278 -1.844 -1.786 0.07
H -1.230 -0.765 -2.781 0.06
H -2.279 -0.147 -1.426 0.02
```

=====

B:
This record from the OMol25 dataset describes a 2-piece molecular cluster, C4H9O3 overall. The level of theory is ωB97M-V/def2-TZVPD.

Summary:
LUMO level = 4.10 eV
Kohn-Sham gap = 8.41 eV
Total charge = -1

XYZ file:
```
16
Properties=species:S:1:pos:R:3:lowdin_charge:R:1
C -1.572 0.933 -0.089 -0.19
C -2.121 -0.490 -0.317 -0.11
C -0.650 1.036 1.123 -0.77
O -0.876 1.814 2.013 -0.01
O 0.276 0.160 1.202 -0.11
H -0.902 1.272 -0.924 0.11
H -2.393 1.639 -0.112 0.08
H -3.170 -0.544 -0.881 0.10
H -2.185 -0.995 0.694 0.09
H -1.463 -1.021 -0.830 -0.01
C 2.862 -0.901 -0.248 -0.20
O 2.081 0.174 -0.766 -0.25
H 1.149 0.291 -0.271 0.07
H 2.603 -1.109 0.815 0.07
H 2.491 -1.710 -0.958 0.08
H 3.870 -0.548 -0.452 0.05
```

=====

Short version: B is the least stable of them.

=====

A:
This record from the OMol25 dataset describes a 2-piece molecular cluster, C4H9O3 overall. The level of theory is ωB97M-V/def2-TZVPD.

Summary:
LUMO level = 3.85 eV
Kohn-Sham gap = 8.10 eV
Total charge = -1

XYZ file:
```
16
Properties=species:S:1:pos:R:3:lowdin_charge:R:1
C -2.016 -0.615 1.070 -0.28
C -1.494 0.707 0.614 -0.12
O -0.901 -1.555 1.357 -0.14
H -2.241 -0.468 2.135 0.10
H -2.600 -1.213 0.369 0.10
H -2.066 1.619 0.832 0.07
H -0.091 -1.154 1.014 0.04
H -1.438 0.685 -0.484 0.07
H -0.529 0.875 1.081 0.05
C 1.694 0.225 -1.783 -0.04
C 2.264 0.045 -0.310 -0.76
O 1.435 0.437 0.559 -0.13
O 3.429 -0.360 -0.182 -0.08
H 0.705 0.651 -1.642 0.03
H 1.499 -0.737 -2.252 0.05
H 2.351 0.860 -2.379 0.05
```

=====

B:
This record from the OMol25 dataset describes a 2-piece molecular cluster, C4H9O3 overall. The level of theory is ωB97M-V/def2-TZVPD.

Summary:
LUMO level = 3.97 eV
Kohn-Sham gap = 8.45 eV
Total charge = -1

XYZ file:
```
16
Properties=species:S:1:pos:R:3:lowdin_charge:R:1
C -0.499 1.924 0.878 -0.36
C -0.224 3.096 -0.070 -0.10
O -1.530 1.102 0.402 -0.12
H 0.411 1.337 1.011 0.09
H -0.795 2.322 1.856 0.10
H 0.193 2.723 -1.001 0.07
H -1.096 0.345 -0.085 0.03
H 0.486 3.792 0.376 0.06
H -1.167 3.602 -0.284 0.06
C 1.814 -1.433 0.192 -0.05
C 0.423 -1.754 -0.387 -0.75
O -0.195 -0.778 -0.920 -0.11
O 0.066 -2.940 -0.346 -0.07
H 1.998 -0.360 0.179 0.04
H 2.557 -1.940 -0.426 0.06
H 1.907 -1.825 1.211 0.06
```

=====

C:
This record from the OMol25 dataset describes a 2-piece molecular cluster, C4H9O3 overall. The level of theory is ωB97M-V/def2-TZVPD.

Summary:
LUMO level = 4.13 eV
Kohn-Sham gap = 7.75 eV
Total charge = -1

XYZ file:
```
16
Properties=species:S:1:pos:R:3:lowdin_charge:R:1
C -0.644 -0.163 -1.032 -0.35
O -0.986 -0.538 0.238 -0.24
C 0.891 0.011 -1.154 -0.17
C 1.514 -0.390 0.183 -0.14
C 0.457 -0.910 1.190 -0.51
O 0.446 -2.085 1.511 -0.09
H -1.044 -0.754 -1.875 0.09
H -1.099 0.787 -1.328 0.08
H 1.223 -0.621 -1.955 0.08
H 1.056 1.087 -1.323 0.09
H 2.083 0.382 0.689 0.09
H 2.205 -1.194 0.004 0.09
H 0.068 -0.107 1.850 0.11
H -2.615 1.876 0.630 0.01
H -1.551 0.902 1.013 -0.01
O -2.005 1.718 1.359 -0.12
```

=====

Short version: C is the least stable of them.

=====

A:
This record from the OMol25 dataset describes a 2-piece molecular cluster, C2N2OS overall. The level of theory is ωB97M-V/def2-TZVPD.

Summary:
LUMO level (alpha / beta) = -2.42 / -2.42 eV
Kohn-Sham gap (alpha / beta) = 7.36 / 7.36 eV

XYZ file:
```
6
Properties=species:S:1:pos:R:3:lowdin_charge:R:1
C 0.882 -0.361 -0.309 -0.36
C -1.269 -0.015 0.708 -0.25
N -0.093 -0.129 0.510 0.20
N 1.776 -0.513 -1.007 0.11
O -2.357 0.120 1.044 0.24
S 1.906 2.236 -2.021 0.06
```

=====

B:
This record from the OMol25 dataset describes one molecule with the formula C2N2OS. The level of theory is ωB97M-V/def2-TZVPD.

Summary:
LUMO level (alpha / beta) = -1.49 / -1.49 eV
Kohn-Sham gap (alpha / beta) = 6.58 / 6.55 eV
SMILES = O=C=NC#[N+][S-]

XYZ file:
```
6
Properties=species:S:1:pos:R:3:lowdin_charge:R:1
O 2.982 0.036 0.233 0.24
C 1.870 0.078 0.035 -0.25
N 0.643 -0.024 0.007 0.08
C -0.486 -0.182 -0.557 -0.09
N -1.768 0.224 0.140 -0.61
S -3.241 -0.132 0.143 0.63
```

=====

Short version: B is the least stable of them.